A structure of composition C9H15N3O4, computed with wB97M-V/def2-TZVPD.

Computed properties:
orbital gap: 8.94 eV
E_LUMO: -0.1 eV
energy above the lowest of the compared OMol25 structures with the same formula, charge and spin: 6.4637 eV
HOMO: -9.02 eV
largest force on an atom: 0.114 hartree/bohr
calculated total energy: -22231.4758 eV

CARTESIAN COORDINATES (ANGSTROEM)
1 C 2.53 -0.81 -0.76
2 C 0.93 -0.72 -0.99
3 C 2.56 -1.40 0.80
4 C 2.46 -0.18 1.59
5 C 3.38 0.87 0.74
6 C -1.10 0.59 -0.24
7 C -1.50 2.07 -0.34
8 C -2.02 -0.05 0.95
9 C -2.73 -1.27 0.34
10 H 3.30 1.15 -1.56
11 H 2.95 -1.68 -1.37
12 H 1.76 -2.18 1.24
13 H 3.67 -1.69 0.95
14 H 1.40 0.04 1.78
15 H 3.13 -0.33 2.49
16 H 3.17 2.05 0.72
17 H 4.62 0.43 1.09
18 H 1.06 1.12 -0.33
19 H -1.47 0.07 -1.11
20 H -1.01 -0.12 1.81
21 H -2.63 0.79 1.46
22 H -0.97 -2.04 -0.63
23 H -2.65 -3.21 -0.67
24 H -0.69 3.89 -0.40
25 N 3.34 0.48 -0.76
26 N 0.37 0.30 -0.34
27 N -2.07 -2.35 -0.35
28 O 0.30 -1.70 -1.25
29 O -2.69 2.42 -0.09
30 O -3.96 -1.28 0.63
31 O -0.44 2.82 -0.29